1.
77
Properties=species:S:1:pos:R:3 method="wB97M-V/def2-TZVPD" spin_multiplicity=2 homo_lumo_gap_ha="0.239 / 0.260" relative_energy_kcal_mol=87.0
C -3.1169 -2.5877 0.6679
C -3.3794 -1.8321 -0.5968
H -3.5046 -1.9828 1.5089
H -2.0449 -2.7756 0.8005
H -3.6203 -3.5750 0.6608
C -4.6680 -1.5975 -0.9519
C -5.8510 -1.8251 -0.0663
H -4.9763 -1.3009 -1.9572
H -5.6991 -1.4178 0.9511
H -6.0921 -2.9021 0.0228
H -6.7599 -1.3336 -0.4636
Ce 0.8874 -1.5326 0.1417
Cl 0.4486 -3.9031 0.9988
Cl 1.1109 -2.1744 -2.4421
C 3.2560 0.0552 -1.4921
O 2.5285 0.2300 -0.4651
N 3.7916 1.0636 -2.1590
C 3.6847 2.4311 -1.6305
C 4.3018 0.8570 -3.5082
H 3.4821 -0.9645 -1.8627
H 4.1026 2.4685 -0.6137
H 2.6274 2.7432 -1.6317
H 4.2719 3.0931 -2.2752
H 5.0653 0.0697 -3.5480
H 4.7602 1.7847 -3.8503
H 3.4909 0.5700 -4.1948
H 0.9797 -0.4538 6.2016
H -1.6705 0.5367 3.5683
C 0.9125 0.5078 5.6766
C -0.9380 1.1437 4.1038
N 0.2593 0.3422 4.3841
H 1.9378 0.8908 5.5603
C 0.8764 -0.3631 3.4361
O 0.5039 -0.3923 2.2289
H -0.6932 2.0384 3.5196
H 1.7385 -0.9777 3.7739
H 0.3275 1.2084 6.2752
H -1.3714 1.4700 5.0523
O -1.0520 -1.2749 -0.6098
C -2.1896 -1.4903 -1.4423
C -3.6691 0.4862 -2.6046
C -2.6216 -0.4788 -2.6018
H -4.2256 0.7047 -1.6931
C -4.0597 1.1838 -3.7672
H -1.8417 -2.4045 -1.9596
C -2.1274 -0.8055 -3.8679
H -4.8601 1.9326 -3.7325
C -3.4808 0.8807 -4.9988
C -2.5387 -0.1518 -5.0372
H -1.3594 -1.5770 -3.9380
H -3.8355 1.3462 -5.9221
H -2.1148 -0.5092 -5.9773
Si -1.7090 2.2716 -0.6294
Cl -3.1455 1.4001 0.6271
C -2.7649 3.6021 -1.2311
C -0.7674 1.6763 -2.2340
C -0.2501 2.1404 0.5360
H -2.2394 3.9326 -2.1380
H -2.6460 4.2331 -0.3343
H -3.8163 3.3215 -1.4018
H -0.4608 1.5429 1.4414
H -0.1775 3.2091 0.7909
H 0.6879 1.7872 0.0700
H -1.4266 1.5984 -3.0996
H -0.0755 0.8166 -2.2525
H -0.1734 2.5898 -2.3691
C 6.2807 -2.5633 2.5129
N 5.0070 -1.9941 2.9585
C 4.9616 -1.3717 4.2939
C 3.9783 -1.9399 2.1698
N 3.0371 -1.9432 1.4570
H 6.9113 -2.6527 3.3941
H 6.7642 -1.8954 1.7926
H 6.1259 -3.5531 2.0734
H 4.9487 -0.2679 4.2043
H 4.0889 -1.7285 4.8751
H 5.8765 -1.6666 4.8212

---

2.
88
Properties=species:S:1:pos:R:3 method="wB97M-V/def2-TZVPD" total_charge=+1 homo_lumo_gap_ha=0.278
C 1.7599 4.6958 2.4473
C 0.6980 3.9789 1.6506
Cl -0.6402 5.1229 1.2501
C 1.1741 3.4572 0.2650
Cl 2.9143 3.0586 0.2131
C 0.3355 2.2794 -0.1507
C 0.3297 1.0668 0.5813
C 1.1827 0.8171 1.7887
C 2.2144 -0.3473 1.5487
N 3.3452 -0.1474 2.4558
N 2.5876 -0.3063 0.1321
N 1.6487 -1.6713 1.8002
C -0.5293 0.0703 0.1540
C -1.3173 0.3034 -0.9774
I -2.6461 -1.1749 -1.6265
N -1.2746 1.4117 -1.6739
N -0.4597 2.3307 -1.2237
Cl -0.4539 3.7498 -2.1863
H 2.2161 5.5049 1.8851
H 2.4970 3.9793 2.8010
H 1.2941 5.1280 3.3298
H 0.2295 3.1978 2.2363
H 1.0829 4.3023 -0.4005
H 0.5056 0.5132 2.5973
H 1.7231 1.6849 2.1362
H 3.5428 -1.0528 2.8664
H 4.1742 0.0657 1.9148
H 2.9542 -1.2064 -0.1584
H 3.3094 0.3807 -0.0435
H 1.3781 -2.1039 0.9268
H 0.8219 -1.5989 2.3780
H -0.6035 -0.8638 0.6825
Cl -0.8556 -0.5724 4.0814
C -2.2518 0.4895 3.7070
C -3.2574 0.5002 4.8241
Cl -4.0875 -1.0718 4.9823
H -2.6901 0.1461 2.7719
H -1.8564 1.4949 3.5578
H -4.0231 1.2480 4.6205
H -2.7735 0.7399 5.7784
Cl 2.0411 5.2349 -2.6660
C 3.3635 6.3901 -3.0044
C 4.3355 6.4532 -1.8553
Cl 3.6021 7.1880 -0.4058
H 2.9148 7.3579 -3.2101
H 3.8718 6.0464 -3.9035
H 5.1906 7.0665 -2.1323
H 4.6930 5.4630 -1.5827
Cl -4.5684 -4.0572 -1.5521
C -5.7160 -3.3219 -0.3934
C -6.4961 -4.3640 0.3648
Cl -7.6312 -5.2414 -0.6866
H -6.3728 -2.6597 -0.9515
H -5.1276 -2.7231 0.3011
H -7.0853 -3.8805 1.1421
H -5.8374 -5.0920 0.8313
Cl 4.7321 1.5724 -5.9549
C 3.2537 1.0180 -5.1344
C 3.1649 1.5413 -3.7247
Cl 4.3996 0.8165 -2.6590
H 3.2422 -0.0688 -5.1571
H 2.4082 1.3864 -5.7131
H 2.1928 1.2909 -3.2990
H 3.2876 2.6210 -3.6922
Cl 0.1960 1.6167 10.1891
C -0.9258 0.3864 9.5607
C -0.8227 0.2409 8.0653
Cl -1.4322 1.6887 7.2090
H -1.9321 0.6615 9.8656
H -0.6654 -0.5583 10.0346
H -1.4271 -0.6026 7.7322
H 0.2036 0.0764 7.7488
Cl 0.9626 -3.0600 -1.5629
C -0.1438 -4.3825 -2.0463
C -0.1156 -4.6057 -3.5329
Cl -0.8188 -3.2174 -4.3993
H -1.1412 -4.1219 -1.6998
H 0.1806 -5.2821 -1.5272
H -0.7052 -5.4854 -3.7869
H 0.8950 -4.7536 -3.9039
Cl -2.2067 -7.1952 -5.3953
C -2.3923 -5.9276 -6.6387
C -1.3700 -6.0500 -7.7387
Cl 0.2784 -5.6838 -7.1657
H -2.3239 -4.9634 -6.1419
H -3.3926 -6.0346 -7.0546
H -1.6003 -5.3366 -8.5279
H -1.3583 -7.0481 -8.1682

---

3.
78
Properties=species:S:1:pos:R:3 method="wB97M-V/def2-TZVPD" total_charge=-1 homo_lumo_gap_ha=0.220 relative_energy_kcal_mol=0.2
C -3.4023 1.4732 0.4833
C -3.7143 0.5982 -0.6839
H -3.3147 2.5302 0.1939
H -2.4749 1.1959 1.0013
H -4.2221 1.4070 1.2204
C -4.7569 0.8590 -1.4978
C -5.4781 2.1560 -1.5627
H -5.1859 0.0667 -2.1155
H -4.8075 3.0267 -1.4753
H -6.2218 2.2361 -0.7536
H -6.0005 2.2508 -2.5251
Sn -0.9044 -1.0308 1.5410
Cl -0.0949 -1.6104 3.8441
Cl -2.2002 -3.0510 1.2943
C 1.0311 -3.3534 0.8157
O 0.8084 -2.0882 0.8010
N 2.0961 -3.8099 0.1841
C 3.0223 -2.8434 -0.4201
C 2.3986 -5.2416 0.0801
H 0.3423 -4.0605 1.2954
H 3.3350 -2.0954 0.3226
H 2.5499 -2.3285 -1.2712
H 3.8845 -3.4243 -0.7552
H 2.3468 -5.7035 1.0744
H 3.4125 -5.3430 -0.3175
H 1.6846 -5.7704 -0.5773
H 1.1644 4.5992 3.1193
H -0.2142 4.0627 0.6861
C 1.8068 5.1027 2.3794
C 0.6502 4.5935 0.2585
N 1.8169 4.4242 1.0950
H 2.8308 5.1393 2.7684
C 2.8766 3.6863 0.6767
O 3.0072 3.1845 -0.4394
H 0.8764 4.2182 -0.7435
H 3.6306 3.5641 1.4831
H 1.4192 6.1186 2.2261
H 0.3768 5.6568 0.2174
O -1.5530 -0.5314 -0.5510
C -2.9412 -0.7006 -0.8328
C -3.2248 -0.8508 -3.3920
C -3.1524 -1.4754 -2.1445
H -3.1395 0.2385 -3.4625
C -3.3717 -1.6261 -4.5552
H -3.3460 -1.3531 -0.0443
C -3.2789 -2.8680 -2.0571
H -3.3899 -1.1232 -5.5278
C -3.4337 -3.0180 -4.4587
C -3.3987 -3.6418 -3.2070
H -3.2694 -3.3282 -1.0681
H -3.5081 -3.6263 -5.3582
H -3.4656 -4.7256 -3.1208
Si -0.3290 0.1028 -2.3218
Cl -1.4641 1.8254 -2.5571
C -0.1217 0.0143 -4.2379
C -0.0037 -1.8472 -2.3866
C 1.0681 0.6868 -1.2146
H 0.0465 -0.9973 -4.6272
H 0.7761 0.6161 -4.4405
H -0.9598 0.4429 -4.8086
H 0.8736 1.6500 -0.7154
H 2.0012 0.8087 -1.7932
H 1.2748 -0.0584 -0.4371
H -0.7840 -2.4039 -2.9254
H 0.0769 -2.2645 -1.3746
H 0.9477 -2.0383 -2.9139
S 2.6964 1.2061 2.4332
C 3.3586 1.0572 3.9742
N 2.8400 0.3793 5.0385
C 3.6547 0.4661 6.2415
C 4.8206 1.3703 5.8141
N 4.5108 1.6423 4.4165
H 1.9910 -0.1844 4.9698
H 4.0118 -0.5259 6.5464
H 3.0868 0.9194 7.0613
H 5.7871 0.8591 5.9211
H 4.8381 2.3064 6.3884
H 5.0995 2.2009 3.8055

---

4.
78
Properties=species:S:1:pos:R:3 method="wB97M-V/def2-TZVPD" spin_multiplicity=6 homo_lumo_gap_ha="0.329 / 0.264"
Fe 0.6590 -0.2744 0.4501
O -1.4800 -3.6592 -0.9817
C -0.6547 -2.8343 -0.6316
O -0.8370 -1.5833 -0.3891
C 0.7898 -3.2745 -0.4092
C 1.3310 -4.4981 -0.7680
C 2.6605 -4.7426 -0.4419
C 3.3892 -3.7844 0.2546
C 2.7573 -2.5937 0.5734
N 1.5078 -2.3634 0.2168
C 3.3638 -1.4399 1.3722
O 4.4475 -1.5874 1.9148
O 2.6031 -0.4077 1.4085
H 0.7128 -5.2225 -1.2793
H 3.1225 -5.6813 -0.7199
H 4.4165 -3.9373 0.5542
C -1.8438 -0.7916 4.8415
C -1.5486 -1.7584 3.7104
S 0.0640 -1.6671 2.8476
C 1.2779 -1.2452 4.1452
C 1.9236 0.1603 4.0931
S 1.1130 1.4153 3.0580
C 0.3121 2.4691 4.3073
C -0.7069 1.7978 5.2216
S -2.0748 0.9533 4.3592
H -1.0800 -0.8203 5.6157
H -2.7856 -1.1005 5.2960
H -2.2697 -1.6241 2.9033
H -1.6383 -2.7779 4.0875
H 2.0650 -1.9879 4.0276
H 0.7803 -1.4319 5.0944
H 2.9214 0.0811 3.6721
H 1.9951 0.5796 5.0967
H -0.1645 3.2558 3.7204
H 1.1060 2.9145 4.9086
H -1.1664 2.5692 5.8407
H -0.2249 1.0779 5.8818
C 3.1656 -0.0799 -1.6846
O 1.7664 0.1543 -1.5247
Si 0.8468 0.6824 -2.8428
C 1.0701 -0.5891 -4.2141
C 1.6413 2.2963 -3.4312
C -0.8543 0.9769 -2.1661
Si -1.1000 2.2602 -0.8229
C -1.8442 3.7983 -1.6416
C 0.5170 2.8450 -0.0021
C -2.2017 1.6657 0.5993
Si -2.3568 0.2421 -3.0322
C -2.0944 -1.4021 -3.9241
C -2.8033 1.5046 -4.3885
C -3.8638 0.1702 -1.9001
H 3.6309 0.7367 -2.2419
H 3.3385 -1.0157 -2.2223
H 3.6212 -0.1442 -0.7002
H 2.0147 -0.4294 -4.7374
H 0.2681 -0.5291 -4.9518
H 1.0785 -1.6035 -3.8095
H 2.5783 2.1123 -3.9603
H 1.8597 2.9505 -2.5866
H 0.9791 2.8369 -4.1113
H -1.2172 4.1181 -2.4771
H -1.9158 4.6278 -0.9348
H -2.8422 3.6020 -2.0378
H 1.0374 3.5621 -0.6373
H 1.2197 2.0326 0.2197
H 0.3050 3.3467 0.9432
H -3.2608 1.7488 0.3564
H -2.0192 2.2480 1.5012
H -2.0210 0.6123 0.8475
H -2.0843 -1.2741 -5.0083
H -2.8951 -2.0937 -3.6644
H -1.1637 -1.8815 -3.6267
H -1.9476 1.7582 -5.0194
H -3.1910 2.4304 -3.9588
H -3.5803 1.0833 -5.0307
H -3.6626 -0.4630 -1.0361
H -4.7157 -0.2490 -2.4394
H -4.1471 1.1664 -1.5529

---

5.
78
Properties=species:S:1:pos:R:3 method="wB97M-V/def2-TZVPD" total_charge=+2 homo_lumo_gap_ha="0.185 / 0.185" relative_energy_kcal_mol=38.2
Os -0.2903 -0.6561 -0.1144
O -3.3102 5.2200 1.4237
C -2.8299 4.2088 1.0518
S -1.3781 4.1211 0.0022
C -1.2642 2.3890 -0.0301
C -2.2460 1.6700 0.6763
S -2.3755 -0.0131 0.7059
S -3.4572 2.5884 1.5109
S -0.0270 1.6992 -0.9349
C 4.0969 -1.5319 -1.5256
C 2.9068 -1.8089 -0.6354
O 1.7902 -0.9541 -1.0266
H 4.9152 -2.2031 -1.2711
H 4.4472 -0.5049 -1.3967
H 3.8340 -1.6855 -2.5725
H 3.1416 -1.6310 0.4158
H 2.5559 -2.8299 -0.7622
H 2.1703 -0.0933 -1.2327
C 1.1930 4.8290 6.4105
C 1.8548 4.4372 5.0943
N 1.1547 3.3428 4.4162
C -0.2007 3.6039 3.9388
C -1.3121 2.9800 4.7854
C 1.8088 2.1743 4.2291
O 2.9784 1.9770 4.4994
C 1.0355 0.9824 3.7061
C 0.6198 0.0226 4.6247
C 0.0433 -1.1495 4.1627
C -0.0606 -1.3494 2.8006
N 0.3687 -0.4470 1.9069
C 0.9055 0.6986 2.3599
H 1.7872 5.6092 6.8839
H 1.1490 3.9795 7.0928
H 0.1847 5.2203 6.2692
H 2.8732 4.1066 5.2734
H 1.8868 5.3019 4.4263
H -0.2853 3.2631 2.9001
H -0.3245 4.6861 3.9384
H -1.3926 1.9059 4.6212
H -2.2671 3.4401 4.5289
H -1.1271 3.1518 5.8444
H 0.7638 0.1903 5.6843
H -0.3264 -1.8971 4.8496
H -0.4916 -2.2641 2.4092
H 1.2612 1.3949 1.6120
C -3.0503 -0.7149 -5.6990
Si -1.4521 0.1630 -5.2404
C -1.8202 1.7119 -4.2201
C -0.2718 0.5225 -6.6524
C -0.4983 -1.0584 -4.0575
Te -1.6540 -1.2961 -2.2886
C -1.7718 -3.4151 -2.1979
Si -0.1398 -4.2983 -1.7155
C 1.3036 -3.7298 -2.7808
C 0.0978 -3.7731 0.0980
C -0.4986 -6.1238 -1.9540
H -3.6107 -0.1269 -6.4280
H -3.6922 -0.8540 -4.8271
H -2.8646 -1.6923 -6.1472
H -2.3400 2.4617 -4.8190
H -0.9014 2.1731 -3.8539
H -2.4609 1.4809 -3.3650
H -0.7311 1.2148 -7.3610
H -0.0181 -0.3845 -7.2026
H 0.6551 0.9793 -6.3032
H 0.4806 -0.6476 -3.8139
H -0.3862 -2.0306 -4.5325
H -2.1738 -3.7631 -3.1502
H -2.5153 -3.6241 -1.4253
H 1.4391 -2.6475 -2.7621
H 1.1653 -4.0317 -3.8203
H 2.2320 -4.1939 -2.4390
H -0.0225 -2.6704 0.2089
H 1.0847 -4.0311 0.4839
H -0.6361 -4.2523 0.7480
H -0.6942 -6.3370 -3.0058
H -1.3672 -6.4511 -1.3813
H 0.3527 -6.7345 -1.6477

---

6.
73
Properties=species:S:1:pos:R:3 method="wB97M-V/def2-TZVPD" spin_multiplicity=3 homo_lumo_gap_ha="0.177 / 0.268"
P 1.5994 1.1978 -1.5908
P -0.6194 -1.2233 0.3210
C 1.4148 -0.6236 -1.7241
C 0.1296 -1.3777 -1.3345
H 2.3102 -1.1403 -1.3387
H 1.4432 -0.6870 -2.8141
H -0.6328 -1.3043 -2.1302
H 0.3557 -2.4307 -1.1783
C 0.3302 -2.1621 1.5406
H -0.0038 -1.7632 2.5110
H 1.4078 -1.9752 1.4205
H 0.1277 -3.2412 1.4777
C -2.3549 -1.6634 0.1740
H -2.4825 -2.6070 -0.3771
H -2.8781 -0.8387 -0.3328
H -2.7229 -1.7737 1.2038
C 3.3165 1.6691 -1.3361
H 3.3158 2.7262 -1.0374
H 3.9258 1.5586 -2.2430
H 3.7570 1.0685 -0.5270
C 0.7427 2.0118 -2.9613
H -0.3380 1.8960 -2.8078
H 1.0205 1.6334 -3.9468
H 0.9920 3.0787 -2.9082
Pd 0.0747 0.8701 0.0606
C 0.4408 -3.4950 -3.2246
C 1.3473 -3.8835 -2.2924
C 2.7254 -4.3244 -2.6797
C 3.4643 -3.4157 -3.7015
C 3.0876 -1.9610 -3.6694
C 2.1287 -1.4170 -4.4701
C 1.2728 -2.2787 -5.3566
C 0.7076 -3.5703 -4.7045
C 0.7803 2.7655 0.6267
H -0.6049 -3.2717 -2.9756
H 1.0730 -4.1346 -1.2519
H 2.7001 -5.3480 -3.0848
H 3.3275 -4.3886 -1.7663
H 4.5383 -3.4890 -3.4810
H 3.3353 -3.8419 -4.7024
H 3.7167 -1.3374 -3.0229
H 2.0621 -0.3315 -4.6575
H 1.8264 -2.5701 -6.2619
H 0.4308 -1.6730 -5.7092
H -0.2479 -3.7934 -5.1989
H 1.3706 -4.4089 -4.9499
H -0.1743 3.2894 0.7986
H 1.4291 3.2756 -0.1024
H 1.2819 2.5031 1.5709
C -2.4180 4.4681 5.1838
C -1.6769 3.6011 4.1652
C -2.3228 2.2315 3.8320
C -2.6670 1.4521 5.1281
C -1.5324 1.3216 6.1251
C -3.6522 2.4678 3.0891
O -4.6867 2.8465 3.6545
N -3.6814 2.2762 1.7214
C -2.6438 1.8096 0.8895
O -2.8060 1.6949 -0.3247
N -1.4881 1.4579 1.5431
C -1.3584 1.4055 2.8932
O -0.4443 0.7250 3.4016
H -3.4841 4.5329 4.9551
H -1.9975 5.4862 5.1490
H -2.2985 4.1026 6.2091
H -1.5967 4.1570 3.2204
H -0.6503 3.4261 4.5141
H -3.5237 1.9502 5.5991
H -3.0133 0.4484 4.8324
H -1.3692 2.2600 6.6755
H -1.7791 0.5461 6.8573
H -0.6165 1.0384 5.6028
H -4.5441 2.4958 1.2296

---

Number 1: F_max 4.29 eV/A. Number 2: F_max 0.88 eV/A. Number 3: F_max 3.37 eV/A. Number 4: F_max 2.51 eV/A. Number 5: F_max 3.04 eV/A. Number 6: F_max 2.41 eV/A.